Entry 1:
{"formula": "C27H42BLiN11Se", "method": "the ωB97M-V functional and the def2-TZVPD basis", "symbols": ["Li", "C", "C", "C", "C", "C", "N", "N", "B", "N", "N", "C", "C", "C", "C", "C", "N", "N", "C", "C", "C", "C", "C", "H", "H", "H", "H", "H", "H", "H", "H", "H", "H", "H", "H", "H", "H", "H", "H", "H", "H", "H", "H", "H", "H", "N", "C", "C", "C", "N", "C", "C", "N", "C", "H", "H", "H", "H", "H", "H", "H", "H", "H", "H", "H", "H", "H", "H", "H", "H", "Se", "N", "C", "C", "C", "C", "C", "C", "N", "H", "H", "H", "H"], "positions_angstrom": [[-0.32, 0.11, -0.52], [-2.17, 2.33, -3.46], [-2.63, 1.04, -2.91], [-3.79, 0.32, -3.24], [-3.72, -0.84, -2.51], [-4.73, -1.92, -2.45], [-2.58, -0.78, -1.77], [-1.92, 0.39, -1.99], [-2.04, -1.97, -0.98], [-1.95, -1.71, 0.56], [-1.17, -0.72, 1.08], [-1.34, -0.77, 2.41], [-0.64, 0.11, 3.41], [-2.23, -1.80, 2.73], [-2.61, -2.37, 1.54], [-3.55, -3.48, 1.30], [-0.64, -2.39, -1.44], [0.36, -1.51, -1.64], [1.39, -2.22, -2.07], [2.69, -1.58, -2.47], [1.05, -3.57, -2.11], [-0.24, -3.67, -1.67], [-1.15, -4.82, -1.38], [-2.69, 2.62, -4.38], [-1.09, 2.34, -3.66], [-2.34, 3.16, -2.77], [-4.51, 0.63, -3.95], [-5.63, -1.52, -2.94], [-4.99, -2.20, -1.45], [-4.42, -2.82, -2.99], [-2.81, -2.85, -1.11], [0.44, 0.07, 3.35], [-0.84, -0.20, 4.42], [-0.99, 1.16, 3.40], [-2.58, -2.06, 3.69], [-4.01, -3.81, 2.24], [-3.08, -4.37, 0.88], [-4.37, -3.21, 0.62], [2.64, -0.49, -2.42], [2.95, -1.85, -3.50], [3.53, -1.87, -1.82], [1.72, -4.34, -2.44], [-0.61, -5.76, -1.57], [-2.05, -4.80, -2.01], [-1.49, -4.82, -0.35], [1.06, 2.09, -0.88], [1.02, 3.58, -0.64], [-0.42, 4.00, -0.39], [-1.00, 3.68, 0.97], [-1.18, 2.23, 1.06], [-0.07, 4.16, 2.06], [1.34, 3.66, 1.86], [1.34, 2.13, 1.94], [1.95, 4.02, 0.52], [0.50, 1.90, -1.71], [1.12, 1.75, 0.98], [2.02, 1.79, -1.11], [1.33, 4.11, -1.55], [-1.07, 3.62, -1.18], [-0.47, 5.10, -0.52], [-1.96, 4.22, 1.10], [-1.73, 1.90, 0.28], [-1.71, 2.01, 1.89], [-0.43, 3.88, 3.05], [-0.01, 5.26, 2.05], [1.98, 4.02, 2.66], [0.63, 1.75, 2.55], [2.24, 1.76, 2.22], [2.93, 3.55, 0.46], [2.08, 5.08, 0.47], [1.59, -2.36, 1.45], [2.19, -0.72, 1.11], [3.51, -0.72, 1.26], [4.38, 0.40, 1.02], [5.69, 0.27, 1.33], [6.22, -0.93, 1.87], [5.45, -2.02, 2.09], [4.06, -1.94, 1.73], [3.19, -2.94, 1.90], [3.96, 1.32, 0.61], [6.33, 1.12, 1.13], [7.26, -0.98, 2.18], [5.86, -2.95, 2.51]], "e_above_lowest_ev": 0.000, "total_charge": 1, "homo_lumo_gap_ev": 7.58, "homo_energy_ev": -10.6786, "lumo_energy_ev": -3.10}



Entry 2:
{"formula": "C27H42BaN5O5SSi2Te", "method": "the ωB97M-V functional and the def2-TZVPD basis", "symbols": ["Ba", "O", "C", "C", "N", "C", "C", "O", "O", "C", "C", "O", "O", "H", "H", "H", "H", "H", "H", "H", "H", "H", "N", "C", "S", "N", "N", "C", "C", "C", "C", "C", "C", "C", "C", "C", "C", "C", "C", "N", "H", "H", "H", "H", "H", "H", "H", "H", "H", "H", "H", "C", "Si", "C", "C", "C", "Te", "C", "Si", "C", "C", "C", "H", "H", "H", "H", "H", "H", "H", "H", "H", "H", "H", "H", "H", "H", "H", "H", "H", "H", "H", "H", "H", "H"], "positions_angstrom": [[-0.65, 0.49, 2.69], [-0.87, 2.82, 4.40], [-1.01, 3.98, 3.58], [-2.09, 3.84, 2.53], [-1.84, 2.82, 1.52], [-3.09, 2.27, 0.99], [-3.85, 1.31, 1.97], [-5.08, 1.41, 2.01], [-3.12, 0.48, 2.60], [-0.82, 3.22, 0.53], [0.65, 2.77, 0.85], [1.53, 3.63, 0.96], [0.78, 1.51, 0.95], [-1.73, 2.59, 4.77], [-0.04, 4.14, 3.11], [-1.23, 4.85, 4.21], [-2.24, 4.82, 2.04], [-3.03, 3.59, 3.04], [-2.85, 1.67, 0.10], [-3.79, 3.07, 0.69], [-0.83, 4.31, 0.39], [-1.06, 2.73, -0.42], [2.81, 1.05, 5.77], [1.89, 0.22, 5.17], [0.36, 0.02, 5.90], [2.44, -0.37, 4.10], [1.59, -1.09, 3.37], [1.99, -1.81, 2.38], [3.43, -1.99, 2.07], [4.31, -2.50, 3.03], [5.65, -2.67, 2.73], [6.14, -2.34, 1.47], [5.27, -1.82, 0.51], [3.93, -1.65, 0.82], [0.96, -2.53, 1.55], [1.33, -3.60, 0.74], [0.36, -4.33, 0.09], [-0.97, -4.00, 0.25], [-1.27, -2.90, 1.05], [-0.34, -2.20, 1.67], [2.44, 1.69, 6.45], [3.57, 1.35, 5.18], [3.93, -2.74, 4.01], [6.32, -3.07, 3.48], [7.19, -2.47, 1.24], [5.65, -1.54, -0.46], [3.25, -1.23, 0.09], [2.38, -3.86, 0.64], [0.65, -5.17, -0.54], [-1.77, -4.55, -0.24], [-2.30, -2.58, 1.21], [-3.78, -1.38, -4.18], [-3.96, 0.04, -2.97], [-4.52, -0.59, -1.29], [-5.23, 1.27, -3.62], [-2.28, 0.90, -2.84], [-0.96, -0.30, -1.66], [0.90, 0.67, -2.11], [1.86, -0.22, -3.46], [0.83, -0.23, -5.03], [3.48, 0.70, -3.77], [2.26, -1.99, -2.96], [-4.75, -1.86, -4.37], [-3.10, -2.15, -3.79], [-3.38, -1.04, -5.13], [-5.46, -1.14, -1.41], [-4.71, 0.21, -0.57], [-3.80, -1.28, -0.84], [-6.21, 0.79, -3.71], [-4.95, 1.65, -4.61], [-5.33, 2.12, -2.95], [-2.35, 1.89, -2.39], [-1.86, 1.01, -3.85], [1.41, 0.73, -1.15], [0.67, 1.70, -2.40], [0.63, 0.78, -5.39], [-0.13, -0.73, -4.86], [1.35, -0.77, -5.83], [3.31, 1.70, -4.16], [4.11, 0.16, -4.48], [4.05, 0.80, -2.84], [1.37, -2.51, -2.59], [3.03, -2.04, -2.19], [2.62, -2.53, -3.84]], "e_above_lowest_ev": 0.597, "total_charge": -1, "homo_lumo_gap_ev": 6.89, "homo_energy_ev": -4.8413, "lumo_energy_ev": 2.05}



| no. | energy (Eh) |
| --- | --- |
| 1 | -4090.1542 |
| 2 | -2975.0056 |